Entry 1:
59
Properties=species:S:1:pos:R:3 method="wB97M-V/def2-TZVPD" fmax_ev_per_a=6.2 total_charge=+2 relative_energy_kj_mol=5.4
W 1.220 -1.269 1.008
N 1.706 1.464 -0.586
P 0.328 0.472 -0.769
C 0.203 0.311 -2.570
C -0.088 1.449 -3.296
C 0.022 1.458 -4.658
C 0.495 0.351 -5.339
C 0.817 -0.794 -4.608
C 0.690 -0.839 -3.224
C -0.904 1.705 -0.418
C -2.142 1.851 -1.119
C -2.895 3.021 -0.898
C -2.486 3.972 0.042
C -1.377 3.706 0.824
C -0.628 2.540 0.653
C 2.907 0.901 -0.202
C 4.099 1.652 -0.201
C 5.326 0.991 -0.029
C 5.312 -0.379 0.235
C 4.135 -1.082 0.229
N 2.921 -0.448 0.012
H 1.659 2.458 -0.783
H -0.418 2.345 -2.821
H -0.362 2.347 -5.175
H 0.813 0.396 -6.380
H 1.249 -1.656 -5.063
H 0.955 -1.782 -2.703
H -2.461 1.154 -1.841
H -3.812 3.166 -1.468
H -3.015 4.888 0.146
H -1.028 4.486 1.480
H 0.148 2.270 1.378
H 3.943 2.707 -0.354
H 6.261 1.534 -0.098
H 6.237 -0.897 0.510
H 4.091 -2.163 0.394
S 3.039 -3.062 4.969
C 2.466 -2.340 3.634
S 1.755 -3.335 2.345
S 2.271 -0.607 3.249
C -1.676 -3.337 1.933
Si -1.722 -1.568 2.688
C -3.250 -0.633 2.241
C -1.524 -1.376 4.557
O -0.500 -0.727 1.904
H -2.572 -3.921 2.129
H -0.878 -3.894 2.422
H -1.409 -3.383 0.873
H -4.107 -1.263 1.930
H -3.048 0.020 1.393
H -3.569 0.073 3.022
H -2.112 -2.193 5.048
H -1.808 -0.415 5.071
H -0.474 -1.455 4.836
F 1.219 -2.451 -0.411
B -3.967 -1.656 -1.614
F -3.491 -0.663 -2.398
F -5.271 -2.066 -1.614
F -3.292 -2.033 -0.513

Entry 2:
105
Properties=species:S:1:pos:R:3 method="wB97M-V/def2-TZVPD" fmax_ev_per_a=3.9 relative_energy_kj_mol=96.6
Y 0.095 0.540 0.165
C 0.842 4.796 0.073
C 1.643 5.041 1.300
C 2.930 5.775 0.956
C 0.910 5.861 2.339
N 2.043 3.741 2.058
C 3.230 3.659 2.743
C 3.143 2.613 3.612
N 1.864 1.993 3.448
B 1.447 0.712 4.242
N 2.287 -0.497 3.640
C 2.494 -1.548 4.420
C 3.142 -2.501 3.729
N 3.330 -2.020 2.436
C 2.754 -0.817 2.402
S 2.626 0.154 0.896
C 4.222 -2.627 1.444
C 3.618 -2.864 0.046
C 5.461 -1.774 1.330
C 4.724 -4.008 2.064
N -0.096 0.467 4.219
C -0.907 1.186 5.098
C -2.229 0.972 4.769
N -2.227 0.008 3.727
C -0.951 -0.244 3.395
S -0.445 -1.343 2.244
C -3.533 -0.590 3.113
C -4.669 0.184 3.793
C -3.683 -0.278 1.603
C -3.678 -2.079 3.407
C 1.202 2.757 2.515
S -0.354 2.536 1.890
H 0.901 5.595 -0.674
H 1.366 3.958 -0.461
H -0.185 4.655 0.319
H 2.627 6.799 0.645
H 3.614 5.943 1.815
H 3.537 5.325 0.153
H 0.737 6.892 1.937
H -0.046 5.436 2.712
H 1.445 5.981 3.272
H 4.083 4.296 2.662
H 3.809 2.185 4.337
H 1.915 0.730 5.346
H 2.369 -1.524 5.479
H 3.591 -3.413 4.067
H 3.675 -2.000 -0.597
H 4.214 -3.602 -0.438
H 2.571 -3.163 0.120
H 5.254 -0.693 1.100
H 6.142 -1.915 2.161
H 6.001 -2.160 0.436
H 3.861 -4.729 2.184
H 5.415 -4.440 1.331
H 5.265 -3.865 2.930
H -0.497 1.862 5.864
H -3.108 1.388 5.245
H -4.560 1.255 3.583
H -5.604 -0.127 3.318
H -4.767 -0.025 4.867
H -3.494 0.772 1.501
H -2.943 -0.761 0.958
H -4.694 -0.505 1.383
H -3.500 -2.289 4.452
H -4.679 -2.322 3.177
H -3.002 -2.615 2.803
C -2.956 1.445 -6.638
C -2.544 0.047 -6.303
C -1.179 -0.165 -6.887
C -3.607 -0.888 -6.970
C -2.452 -0.209 -4.798
C -2.587 0.821 -3.895
C -2.370 0.614 -2.537
Br -2.142 2.139 -1.449
C -1.811 -0.532 -2.061
O -1.279 -0.725 -0.839
C -1.760 -1.613 -2.954
C -2.005 -1.449 -4.285
C -1.242 -2.999 -2.501
C 0.250 -2.909 -2.106
C -1.251 -4.051 -3.627
C -2.073 -3.500 -1.310
H -2.946 1.499 -7.752
H -2.284 2.163 -6.202
H -3.956 1.694 -6.321
H -1.237 0.116 -7.911
H -0.919 -1.281 -6.867
H -0.411 0.350 -6.344
H -3.510 -0.897 -8.093
H -4.576 -0.547 -6.712
H -3.458 -1.959 -6.713
H -2.812 1.813 -4.183
H -1.938 -2.255 -4.973
H 0.862 -2.489 -2.937
H 0.748 -3.860 -1.979
H 0.408 -2.294 -1.248
H -0.463 -3.646 -4.249
H -2.279 -4.410 -4.129
H -0.963 -4.984 -3.216
H -2.177 -2.804 -0.522
H -1.605 -4.394 -0.894
H -3.100 -3.719 -1.696
Se 2.424 0.810 -4.332
C 1.622 1.082 -2.842
N 1.034 1.256 -1.828

Entry 3:
10
Properties=species:S:1:pos:R:3 method="wB97M-V/def2-TZVPD" fmax_ev_per_a=5.6 relative_energy_kj_mol=393.1 smiles="C[C@@H](Cl)[N+](=O)[O-]"
C 0.240 0.001 0.105
C -1.504 -0.340 -0.462
Cl -1.878 -1.929 0.155
N -2.248 0.749 0.066
O -3.093 0.507 0.852
O -2.080 1.843 -0.495
H 0.524 0.919 -0.412
H 0.674 -0.911 -0.084
H 0.124 0.228 1.199
H -1.604 -0.487 -1.603

Entry 4:
79
Properties=species:S:1:pos:R:3 method="wB97M-V/def2-TZVPD" fmax_ev_per_a=3.5 total_charge=-1 e_tot_ha=-4524.61574
Ca -43.476 2.313 -13.555
P -43.489 0.819 -15.603
O -43.650 2.347 -15.828
O -44.622 0.618 -14.586
O -42.163 0.738 -14.774
O -43.681 -0.072 -16.841
C -47.779 3.597 -12.504
C -47.825 3.024 -13.898
C -46.367 3.211 -14.376
O -45.520 3.159 -13.204
C -46.343 3.303 -12.043
H -48.548 3.218 -11.831
H -47.958 4.667 -12.657
H -48.552 3.384 -14.627
H -48.019 1.946 -13.953
H -46.326 4.234 -14.763
H -46.091 2.519 -15.167
H -46.009 4.152 -11.448
H -46.427 2.374 -11.478
O -44.238 2.747 -9.236
S -43.491 3.708 -10.024
O -43.403 3.566 -11.444
O -43.865 5.262 -9.659
C -44.594 5.442 -8.431
C -46.088 5.115 -8.581
C -41.830 3.623 -9.355
H -44.467 6.494 -8.185
H -44.150 4.837 -7.639
H -46.555 5.684 -9.383
H -46.515 5.408 -7.617
H -46.333 4.064 -8.716
H -41.310 4.518 -9.695
H -41.389 2.705 -9.734
H -41.891 3.666 -8.270
O -39.139 1.881 -13.394
S -39.968 2.982 -13.772
O -41.298 3.175 -13.268
O -39.066 4.346 -13.524
C -37.782 4.453 -14.116
C -36.737 4.308 -12.989
C -40.142 2.952 -15.579
H -37.646 5.488 -14.436
H -37.627 3.757 -14.937
H -36.836 5.114 -12.266
H -35.731 4.274 -13.413
H -36.897 3.361 -12.471
H -39.485 2.296 -16.135
H -39.997 3.975 -15.941
H -41.221 2.766 -15.668
O -44.717 -0.461 -10.942
S -43.363 -0.407 -11.416
O -42.733 0.869 -11.727
O -42.360 -1.088 -10.287
C -42.782 -0.870 -8.956
C -41.702 -1.320 -7.983
C -43.037 -1.577 -12.710
H -43.759 -1.309 -8.742
H -42.915 0.201 -8.749
H -40.731 -1.076 -8.412
H -41.753 -2.404 -7.834
H -41.814 -0.932 -6.972
H -41.958 -1.545 -12.854
H -43.463 -1.171 -13.638
H -43.427 -2.579 -12.558
O -43.384 4.820 -14.060
S -43.752 6.201 -14.121
O -44.996 6.644 -13.507
O -42.582 7.107 -13.483
C -41.236 6.600 -13.666
C -40.391 7.877 -13.575
C -43.695 6.637 -15.866
H -41.115 6.086 -14.623
H -41.067 5.864 -12.883
H -39.358 7.765 -13.909
H -40.350 8.147 -12.516
H -40.824 8.755 -14.049
H -43.765 7.714 -16.029
H -44.564 6.269 -16.410
H -42.786 6.237 -16.306

Entry 5:
17
Properties=species:S:1:pos:R:3 method="wB97M-V/def2-TZVPD" fmax_ev_per_a=3.7 relative_energy_kj_mol=442.6 smiles="C=C(C)C.O=C=NO"
C -0.796 -1.802 0.409
C -0.158 -0.798 -0.109
C 0.106 -0.700 -1.641
C 0.260 0.510 0.549
H -0.887 -2.076 1.436
H -1.250 -2.594 -0.256
H -0.706 -0.126 -2.110
H 0.135 -1.763 -2.145
H 1.092 -0.333 -1.646
H -0.168 1.271 -0.163
H 0.001 0.600 1.618
H 1.373 0.538 0.556
O -3.558 -0.420 -1.363
C -3.753 0.127 -0.345
N -3.797 1.019 0.499
O -4.125 1.314 1.733
H -3.358 1.289 2.339

Entry 6:
12
Properties=species:S:1:pos:R:3 method="wB97M-V/def2-TZVPD" fmax_ev_per_a=3.2 total_charge=+1 relative_energy_kj_mol=99.4
Zn 3.147 -2.254 1.531
Cl 0.852 -2.042 2.305
C -0.558 -0.014 -1.069
C -0.006 1.216 -0.287
O -0.572 1.231 1.029
O -0.072 -1.283 -0.622
H -0.401 0.127 -2.140
H -1.651 0.026 -1.038
H -0.142 2.111 -0.896
H 1.074 1.119 -0.179
H -1.510 1.020 1.026
H -0.162 -1.255 0.340